# H24O12

A cluster of 12 separate species, H24O12 in total at a distorted geometry (wB97M-V/def2-TZVPD, the Open Molecules 2025 dataset).

Each line ends with the Löwdin charge.
Geometry (Å):
1 O -0.42250 3.37500 0.59450  -0.036
2 H -0.76050 3.28000 -0.29850  0.053
3 H -1.04350 2.77000 1.00750  0.009
4 O -2.39350 0.77200 -1.38550  -0.042
5 H -1.63350 1.23800 -1.72350  0.026
6 H -2.39750 -0.07800 -1.84950  0.007
7 O 1.16850 -1.03400 -2.50450  -0.009
8 H 0.93550 -1.58000 -1.78250  -0.019
9 H 1.20450 -1.57900 -3.25550  0.025
10 O -1.58350 1.44400 2.24050  -0.039
11 H -1.28250 1.22900 3.12450  0.060
12 H -1.01050 1.02000 1.63450  -0.065
13 O -0.13350 0.22700 0.54150  -0.061
14 H 0.67250 0.66000 0.27650  -0.013
15 H -0.39750 -0.38800 -0.15550  0.044
16 O 3.53750 -1.17800 -0.62250  -0.072
17 H 3.60350 -1.25800 -1.56850  0.011
18 H 3.14550 -0.31800 -0.40350  -0.014
19 O -2.10350 -2.00400 -2.81450  -0.050
20 H -1.58150 -2.38500 -2.05550  0.024
21 H -2.97350 -1.82400 -2.58550  -0.008
22 O 1.24550 -1.62200 1.98550  -0.023
23 H 0.64550 -1.03300 1.60150  -0.056
24 H 1.84450 -1.23800 2.60850  0.034
25 O -0.55950 -2.42200 -0.59750  -0.041
26 H -1.15250 -2.42200 0.11150  -0.013
27 H 0.15250 -2.93800 -0.19050  0.096
28 O -2.78950 -1.84100 0.84350  -0.020
29 H -2.81250 -0.88900 1.07950  0.067
30 H -2.97250 -2.19800 1.68750  0.037
31 O 2.01550 2.91800 1.90150  -0.041
32 H 2.70750 3.51800 1.66350  0.047
33 H 1.24250 3.23800 1.40050  0.011
34 O 2.11550 1.18500 -0.20250  -0.011
35 H 2.05450 1.62400 0.60050  -0.024
36 H 1.71250 1.73100 -0.90750  0.109

- SMILES: O.O.O.O.O.O.O.O.O.O.O.O
- F_max: 3.81 eV/Å
- Orbital gap: 10.51 eV
- 2S+1: 1
- Energy relative to the best compared isomer or geometry (same formula, charge and spin): 150.2 kJ/mol

=====

# H24O12

A structure of composition H24O12 at a distorted geometry (wB97M-V/def2-TZVPD, the Open Molecules 2025 dataset).

Each line ends with the Löwdin charge.
Geometry (Å):
1 O 1.02032 -2.53406 0.76100  -0.073
2 H 0.32777 -3.19482 0.75971  0.088
3 H 0.61109 -1.75676 0.38076  0.021
4 O -0.14581 1.90915 1.68006  -0.008
5 H -0.95440 2.07960 1.19698  0.054
6 H -0.18948 2.49533 2.43551  0.088
7 O -1.81265 0.06260 2.60199  -0.089
8 H -2.76065 -0.04506 2.52494  0.033
9 H -1.53716 0.38481 1.74378  -0.109
10 O -1.79031 1.46397 -1.34814  0.072
11 H -0.97081 1.20002 -1.76644  0.010
12 H -2.46071 1.30642 -2.01295  0.122
13 O 2.60928 -1.44685 -0.17330  -0.054
14 H 2.42171 -2.08814 0.51212  0.001
15 H 1.81561 -1.42807 -0.70806  -0.004
16 O -0.24182 -1.85860 -1.65410  0.109
17 H -0.94641 -2.40227 -1.30167  0.131
18 H 0.44316 -2.48142 -1.89725  0.141
19 O -0.36293 -0.01780 -2.55717  -0.042
20 H -0.61450 -0.18355 -3.46572  0.094
21 H -0.50403 -0.85376 -2.11276  -0.206
22 O -1.61130 0.39605 0.38203  -0.087
23 H -1.60482 1.09057 -0.27663  -0.164
24 H -2.05405 -0.33666 -0.04617  0.112
25 O 0.59169 0.16487 -0.03669  -0.099
26 H -0.01169 0.06124 -0.77251  0.041
27 H 0.02362 0.27239 0.72618  0.033
28 O 2.22999 1.41666 0.46073  -0.068
29 H 2.56304 1.38872 -0.43623  0.034
30 H 1.51321 0.78233 0.47044  -0.159
31 O 0.71471 -0.63113 2.45874  -0.033
32 H 0.63335 -1.57220 2.30376  0.019
33 H 0.18342 -0.46949 3.23838  0.044
34 O 1.22936 2.19334 -1.62499  -0.051
35 H 1.21302 1.92656 -0.70587  -0.032
36 H 0.42934 2.70609 -1.74032  0.034

- F_max: 7.67 eV/Å
- Orbital gap: 7.54 eV
- 2S+1: 1
- Energy relative to the best compared isomer or geometry (same formula, charge and spin): 1071.7 kJ/mol

=====

# H24O12

A cluster of 12 separate species, H24O12 in total (wB97M-V/def2-TZVPD, the Open Molecules 2025 dataset).

Each line ends with the Löwdin charge.
Geometry (Å):
1 O 1.56299 -2.62359 1.68421  -0.066
2 H 1.63107 -3.36427 1.08172  0.024
3 H 1.55977 -1.85247 1.11713  -0.021
4 O -0.06133 1.61179 3.16089  -0.035
5 H -0.19166 2.55524 3.25660  0.034
6 H -0.09915 1.27236 4.05509  0.047
7 O -2.06849 -2.30316 1.30880  -0.035
8 H -2.80221 -1.91892 1.78863  0.044
9 H -1.29121 -2.01246 1.78584  0.033
10 O -2.62733 -2.20217 -1.52333  -0.066
11 H -2.25157 -1.43410 -1.95355  -0.039
12 H -2.55182 -2.01419 -0.58782  -0.031
13 O 1.67780 1.89396 0.40008  -0.038
14 H 1.14399 2.42159 0.99412  0.056
15 H 2.54582 1.88271 0.80337  0.053
16 O -1.78520 -0.18075 -3.17238  -0.043
17 H -1.01059 -0.35157 -3.70812  0.060
18 H -1.59121 0.64341 -2.72588  -0.020
19 O -2.38715 1.14346 1.05542  -0.037
20 H -2.28449 2.06952 1.27475  0.031
21 H -3.02628 1.13501 0.34291  0.047
22 O 0.74512 -2.94827 -1.01264  -0.046
23 H 1.48863 -2.53161 -1.44833  0.039
24 H 0.20909 -2.21851 -0.70225  -0.008
25 O 3.73868 -0.15308 0.83194  -0.025
26 H 4.57181 0.31817 0.83921  0.045
27 H 3.24296 0.22466 1.55844  0.027
28 O 0.21683 -0.21423 0.06964  -0.046
29 H -0.66825 0.12229 -0.07045  0.017
30 H 0.66808 0.48615 0.54087  -0.015
31 O -1.57055 2.25750 -2.01681  -0.020
32 H -1.09494 2.46561 -1.21262  0.039
33 H -1.90605 3.10038 -2.32215  0.066
34 O 1.90552 0.87869 -2.17480  -0.059
35 H 1.51411 1.00237 -1.31008  -0.037
36 H 2.84729 0.83836 -2.00840  0.024

- SMILES: O.O.O.O.O.O.O.O.O.O.O.O
- F_max: 0.96 eV/Å
- Orbital gap: 8.66 eV
- 2S+1: 1
- Energy relative to the best compared isomer or geometry (same formula, charge and spin): 204.8 kJ/mol

=====

# H24O12

A cluster of 12 separate species, H24O12 in total at a distorted geometry (wB97M-V/def2-TZVPD, the Open Molecules 2025 dataset).

Each line ends with the Löwdin charge.
Geometry (Å):
1 H 0.13988 0.89654 -0.81909  0.028
2 H -0.23627 -0.39464 -0.02601  0.004
3 H 2.40887 -1.51622 1.01399  0.096
4 H 2.42012 -1.70256 2.54971  -0.017
5 H 0.66110 4.62651 -2.35473  0.003
6 H 0.87374 6.13352 -2.74151  0.062
7 H -2.64895 -1.88226 -1.27986  0.074
8 H -2.19509 -0.74029 -0.49046  -0.032
9 H -1.36083 -3.69797 1.71876  -0.010
10 H -1.70643 -4.01655 3.19826  0.076
11 H -1.28954 -4.48641 -0.61074  0.032
12 H -2.43346 -3.69474 -0.00248  0.073
13 H 1.44990 2.30666 -2.38724  -0.023
14 H 1.18241 0.81895 -2.04028  0.013
15 H -0.90262 2.63298 1.98548  0.030
16 H -0.16972 1.33027 2.40830  0.078
17 H 0.93681 0.07038 -5.07638  0.051
18 H 2.20426 -0.79971 -5.05660  -0.025
19 H -2.34401 2.60615 -2.77762  0.002
20 H -1.34656 3.12672 -1.76745  0.009
21 H 0.02392 -2.87851 3.47152  0.043
22 H 1.49608 -2.34319 3.70556  -0.018
23 H 1.29493 0.35538 2.94198  -0.065
24 H 1.61322 1.75820 2.32831  0.039
25 O 0.05891 0.48281 0.07010  -0.014
26 O 1.94922 -1.32502 1.87193  -0.026
27 O 0.46006 5.52498 -2.08431  -0.060
28 O -2.98370 -1.22375 -0.58205  -0.046
29 O -1.97884 -3.42448 2.42778  -0.107
30 O -1.46733 -3.84419 0.03109  -0.036
31 O 1.81069 1.53523 -2.08953  0.016
32 O -0.04981 2.31726 2.22246  -0.091
33 O 1.90226 0.04115 -4.95337  -0.017
34 O -2.27140 3.10535 -2.00140  -0.012
35 O 0.79554 -2.84081 4.12403  -0.071
36 O 1.70263 1.14225 3.07185  -0.055

- SMILES: O.O.O.O.O.O.O.O.O.O.O.O
- F_max: 5.22 eV/Å
- Orbital gap: 9.20 eV
- 2S+1: 1
- Energy relative to the best compared isomer or geometry (same formula, charge and spin): 505.4 kJ/mol

=====

# H24O12

A cluster of 12 separate species, H24O12 in total at a distorted geometry (wB97M-V/def2-TZVPD, the Open Molecules 2025 dataset).

Each line ends with the Löwdin charge.
Geometry (Å):
1 O 1.34377 -2.78234 1.50843  -0.105
2 H 2.02277 -3.47169 1.11459  0.143
3 H 1.64396 -1.87949 1.21451  0.036
4 O -2.59775 -0.82345 2.20522  -0.065
5 H -2.91441 -1.26795 3.08251  0.116
6 H -2.00206 -1.41268 1.87006  -0.086
7 O -0.15373 -1.72533 -2.50369  -0.068
8 H 0.70706 -1.90069 -1.91910  0.117
9 H 0.00295 -0.82463 -2.68691  -0.010
10 O -0.71676 4.31621 0.86090  -0.041
11 H -0.99846 3.57736 1.35715  0.009
12 H -1.51147 4.49730 0.30876  0.081
13 O 0.45100 0.53340 -0.26234  -0.042
14 H 1.02418 1.19036 0.10724  0.027
15 H -0.46514 0.80651 -0.27754  0.035
16 O -2.41623 -0.73601 -1.44763  -0.056
17 H -1.57730 -1.17188 -1.63615  -0.026
18 H -2.98821 -0.85162 -2.22306  0.058
19 O 3.04594 -1.48266 -0.96793  0.006
20 H 3.74799 -1.59233 -1.64643  0.086
21 H 2.96597 -0.60710 -1.03579  -0.054
22 O -2.66409 1.51578 0.60538  -0.059
23 H -2.80337 0.87787 1.36386  0.034
24 H -2.81859 1.04004 -0.16113  -0.048
25 O 1.60006 1.09898 -2.65334  -0.069
26 H 0.99254 1.86683 -2.67642  0.046
27 H 1.31229 0.60791 -1.89614  -0.057
28 O -1.17004 -2.86230 1.22753  -0.118
29 H -1.24924 -2.93616 0.30307  -0.002
30 H -0.14869 -2.95506 1.57989  0.057
31 O 1.02072 3.22092 -1.01361  0.005
32 H 1.89823 3.07852 -1.00317  -0.015
33 H 0.68750 3.86777 -0.42933  -0.004
34 O 1.74299 -0.20382 2.19568  -0.093
35 H 2.18876 -0.57440 2.96881  0.052
36 H 0.79684 -0.03420 2.56611  0.114

- SMILES: O.O.O.O.O.O.O.O.O.O.O.O
- F_max: 6.33 eV/Å
- Orbital gap: 10.78 eV
- 2S+1: 1
- Energy relative to the best compared isomer or geometry (same formula, charge and spin): 235.2 kJ/mol

=====

# H24O16S

A cluster of 13 separate species, H24O16S in total at a distorted geometry (wB97M-V/def2-TZVPD, the Open Molecules 2025 dataset).

Each line ends with the Löwdin charge.
Geometry (Å):
1 S 0.12759 -0.01429 0.01556  0.576
2 O -0.77641 0.65471 -0.94444  -0.373
3 O -0.68541 -0.91729 0.85656  -0.351
4 O 1.12359 -0.69629 -0.85544  -0.336
5 O 0.62559 1.12171 0.85056  -0.358
6 O 0.09359 -2.69629 -2.10944  -0.044
7 H 0.50859 -1.99029 -1.76344  -0.110
8 H -0.54041 -2.15729 -2.61744  0.005
9 O -0.08841 -2.57929 2.62556  -0.069
10 H -0.34541 -1.91329 2.09356  -0.132
11 H -0.58541 -3.43029 2.26456  0.114
12 O 1.63459 0.19471 -3.14844  -0.031
13 H 1.13059 0.89571 -3.08844  -0.119
14 H 1.60259 -0.06129 -2.17644  0.009
15 O -0.23041 3.11471 2.17856  -0.037
16 H 0.45359 3.75471 2.35456  0.024
17 H 0.03059 2.40471 1.65256  -0.077
18 O -1.78841 0.32871 2.94056  -0.036
19 H -1.87841 -0.34629 3.57156  -0.004
20 H -1.35241 -0.21229 2.26656  -0.027
21 O 2.00659 0.68371 3.15256  -0.142
22 H 1.34559 0.84971 2.44256  -0.016
23 H 1.86759 -0.01829 3.91356  0.091
24 O 3.24059 -1.81129 -0.41544  -0.168
25 H 2.39659 -1.30329 -0.57344  -0.068
26 H 3.01659 -2.61529 0.24956  0.097
27 O -1.35441 -0.61529 -3.21344  -0.111
28 H -0.84741 0.05371 -3.75944  0.065
29 H -1.26641 -0.13829 -2.32644  0.012
30 O -0.23941 2.40571 -2.75344  -0.058
31 H 0.43659 2.88371 -2.40444  -0.021
32 H -0.66841 1.80071 -2.04744  0.032
33 O -3.22441 1.34171 -0.93544  -0.021
34 H -3.60041 0.55671 -1.13844  -0.043
35 H -2.29741 1.09571 -0.94344  -0.043
36 O -2.77941 -2.36729 0.86556  -0.173
37 H -1.85041 -1.86929 0.97156  0.009
38 H -3.50241 -1.68429 0.65956  0.053
39 O 2.87659 2.11771 0.26256  -0.163
40 H 3.46459 1.31871 0.53156  0.072
41 H 1.91959 1.85971 0.49456  -0.028

- F_max: 7.72 eV/Å
- Orbital gap: 9.66 eV
- 2S+1: 1
- Energy relative to the best compared isomer or geometry (same formula, charge and spin): 442.2 kJ/mol
- Net charge: -2